[1]
Formula: C19H24BrN5OTi
Source: the Open Molecules 2025 dataset
Level of theory: the ωB97M-V functional and the def2-TZVPD basis

CARTESIAN COORDINATES (ANGSTROEM)
Ti 0.17644 0.14157 -0.04316
C -0.10626 1.28141 2.78963
N 0.65463 1.29159 1.52640
C 1.94579 1.45047 1.55416
C 2.73696 0.87069 0.52165
C 4.09582 0.77573 0.35896
C 4.33356 -0.19148 -0.64672
C 3.11292 -0.66271 -1.04944
N 2.09161 -0.03647 -0.36731
C -0.25307 -0.16626 3.21464
C 0.07896 -1.24139 2.38799
C -0.02601 -2.56439 2.80610
C -0.48643 -2.82539 4.08505
C -0.84215 -1.76930 4.91952
C -0.72656 -0.45681 4.48899
H -1.07962 1.73888 2.62088
H 0.40258 1.87745 3.54718
H 2.41937 1.93217 2.40795
H 4.84176 1.32022 0.92192
H 5.29398 -0.52501 -1.00906
H 2.90685 -1.43015 -1.78159
H 0.53138 -1.14586 1.39783
H 0.27014 -3.37726 2.15534
H -0.55585 -3.84448 4.44239
H -1.19753 -1.97132 5.92156
H -0.99101 0.35422 5.15861
O -5.22963 -2.68117 -0.23994
C -4.00272 -2.21368 -0.32539
C -2.85945 -3.01564 -0.46336
C -1.64164 -2.40231 -0.51925
N -1.48729 -1.05240 -0.47507
C -2.60948 -0.33024 -0.34255
Br -2.26286 1.53630 -0.23345
C -3.87482 -0.81538 -0.25825
H -5.27012 -3.64793 -0.28317
H -2.93133 -4.09471 -0.51222
H -0.73442 -2.98472 -0.60254
H -4.74140 -0.17950 -0.14192
N 0.92911 3.76145 -4.65169
C 0.64856 2.31479 -4.27363
C 0.47936 2.17320 -2.76475
N 0.24181 0.77024 -2.35921
H 1.06512 3.85890 -5.66217
H 1.77593 4.12585 -4.20798
H 0.16195 4.38820 -4.39755
H 1.49131 1.74203 -4.65544
H -0.24580 2.02949 -4.82307
H -0.35102 2.78244 -2.40780
H 1.38036 2.51483 -2.25218
H 1.02775 0.20375 -2.66766
H -0.58753 0.39009 -2.80924

Summary:
Orbital gap (alpha / beta), Ha: 0.267 / 0.280
Total charge: +3
2S+1: 2
LUMO level (alpha / beta), eV: -9.53 / -9.22
HOMO (alpha / beta), eV: -16.79 / -16.84

Mulliken atomic charge list, values in e, 6 entries: number 1, Ti, carries 0.285; number 2, C, carries -1.356; number 3, N, carries 0.149; number 4, C, carries -0.164; number 5, C, carries -0.191; number 6, C, carries -0.524


[2]
Formula: C5H7NO4
Source: the Open Molecules 2025 dataset
Level of theory: the ωB97M-V functional and the def2-TZVPD basis

CARTESIAN COORDINATES (ANGSTROEM)
H -3.06504 -0.98645 1.27437
N -2.38322 -1.55773 0.48192
C -1.28469 -1.11923 0.87710
O -1.71374 -0.15853 2.05336
C 0.10474 -1.03512 0.29369
O 1.01692 -0.59078 1.26554
C 0.14526 -0.17139 -0.96475
O -0.20354 1.20369 -0.70349
C 1.07624 1.72231 -1.12323
C 1.53117 0.30274 -1.41591
O 2.52401 -0.22332 -1.81482
H -0.97569 0.46952 2.14721
H 0.38793 -2.05682 0.00977
H 0.68492 0.20488 1.70534
H -0.46508 -0.60867 -1.77054
H 0.99976 2.37652 -2.00355
H 1.62006 2.22838 -0.31201

Summary:
Orbital gap, Ha: 0.393
Total charge: 0
LUMO level, eV: 0.36
HOMO, eV: -10.34
SMILES: [H]/N=C(\O)[C@H](O)[C@H]1OCC1=O

Mulliken atomic charge list, values in e, 6 entries: number 1, H, carries 0.371; number 2, N, carries -0.684; number 3, C, carries 0.474; number 4, O, carries -0.569; number 5, C, carries -0.179; number 6, O, carries -0.542


[3]
Formula: C2H5NO
Source: the Open Molecules 2025 dataset
Level of theory: the ωB97M-V functional and the def2-TZVPD basis

CARTESIAN COORDINATES (ANGSTROEM)
C 1.19064 0.42761 -1.44892
C -1.04785 -0.30428 1.08434
N 0.14679 -0.40101 1.70213
O 0.01461 0.46577 -1.69649
H 1.64430 -0.52898 -1.51851
H 1.88396 1.22084 -1.17587
H -0.68058 0.18171 0.18880
H -1.40459 -1.37492 1.19249
H -1.74727 0.31324 1.67203

Summary:
Orbital gap (alpha / beta), Ha: 0.334 / 0.327
Total charge: 0
LUMO level (alpha / beta), eV: -0.06 / -0.24
HOMO (alpha / beta), eV: -9.15 / -9.15

Mulliken atomic charge list, values in e, 6 entries: number 1, C, carries -0.099; number 2, C, carries -0.102; number 3, N, carries -0.367; number 4, O, carries -0.452; number 5, H, carries 0.259; number 6, H, carries 0.256


[4]
Formula: C28H28N7PtSeTe
Source: the Open Molecules 2025 dataset
Level of theory: the ωB97M-V functional and the def2-TZVPD basis

CARTESIAN COORDINATES (ANGSTROEM)
Pt 0.13766 -0.90798 -0.60147
C 4.14456 4.17162 1.95993
C 3.10956 3.38462 1.22913
C 1.76856 3.76422 1.21423
C 0.83396 3.01702 0.53993
C 1.17326 1.84712 -0.17127
N 0.18586 1.13862 -0.81827
C -0.80074 1.87372 -1.42787
C -0.45674 3.07772 -2.07847
C -1.39604 3.89182 -2.66037
C -2.74704 3.54872 -2.63997
C -3.78784 4.41862 -3.25977
C -3.09874 2.33892 -2.05797
C -2.16494 1.50392 -1.45427
N -2.62584 0.28472 -0.92327
C -3.88394 0.02822 -0.49857
C -4.02994 -1.33708 -0.41647
C -2.80224 -1.85328 -0.82267
N -1.95464 -0.86888 -1.10097
C 2.52946 1.45112 -0.12577
C 3.46076 2.21972 0.56323
N 3.00276 0.31572 -0.80867
C 4.19906 0.20612 -1.42087
C 4.31986 -1.08858 -1.86887
C 3.13766 -1.71548 -1.47627
N 2.35366 -0.85428 -0.83887
H 3.81716 5.19582 2.11283
H 5.08296 4.17012 1.41023
H 4.33296 3.72442 2.93603
H 1.45676 4.65182 1.74343
H -0.20404 3.31552 0.55633
H 0.58926 3.34162 -2.13677
H -1.07954 4.80092 -3.14807
H -3.43854 5.44222 -3.35517
H -4.69954 4.40732 -2.66797
H -4.03244 4.05302 -4.25617
H -4.13014 2.02402 -2.09567
H -4.57564 0.80832 -0.26077
H -4.89394 -1.89338 -0.11977
H -2.53214 -2.88128 -0.95677
H 4.48966 1.89392 0.58253
H 4.86936 1.03402 -1.51747
H 5.13476 -1.51668 -2.41267
H 2.84196 -2.73718 -1.62417
Se 0.39046 -3.87128 -2.10137
N 0.18246 -3.00788 -0.50167
C -0.65764 -3.75478 0.25423
C -1.16914 -3.41558 1.51073
C -2.01764 -4.28438 2.15413
C -2.35314 -5.52648 1.59223
C -1.88494 -5.88708 0.35613
C -1.05584 -4.99658 -0.35107
N -0.62104 -5.20268 -1.59457
H -0.92994 -2.45108 1.94293
H -2.44574 -4.00198 3.10413
H -3.00354 -6.19508 2.13813
H -2.14274 -6.82708 -0.10367
C 0.12766 -0.73778 4.09353
Te 1.14906 -0.52468 2.19423
C 2.10906 -2.44408 2.30563
H 0.86166 -0.86648 4.88153
H -0.54764 -1.58768 4.08473
H -0.43284 0.17382 4.27493
H 1.40576 -3.18818 2.66293
H 2.96336 -2.39118 2.97153
H 2.43566 -2.70288 1.30533

Summary:
Orbital gap, Ha: 0.181
Total charge: +1
LUMO level, eV: -4.39
HOMO, eV: -9.31

Mulliken atomic charge list, values in e, 6 entries: number 1, Pt, carries 0.424; number 2, C, carries -1.637; number 3, C, carries 0.411; number 4, C, carries -1.075; number 5, C, carries 0.061; number 6, C, carries 0.027


[5]
Formula: C4H8O
Source: the Open Molecules 2025 dataset
Level of theory: the ωB97M-V functional and the def2-TZVPD basis

CARTESIAN COORDINATES (ANGSTROEM)
C 0.05509 -2.27064 -0.21363
C -1.18137 -1.86993 0.08858
O -1.49393 -0.81337 0.96153
H 0.92258 -1.62435 -0.34792
H 0.32102 -3.30700 -0.06757
H -2.07978 -2.36623 -0.25740
H -1.92532 -0.13766 0.41348
C 0.29405 2.37106 0.06484
C 1.37083 1.74108 -0.36684
H -0.64978 1.88731 0.25490
H 0.43593 3.33900 0.53421
H 1.68261 0.70495 -0.40393
H 2.24807 2.34579 -0.66025

Summary:
Orbital gap, Ha: 0.367
Total charge: 0
LUMO level, eV: 0.86
HOMO, eV: -9.12
SMILES: C=CO.C=C

Mulliken atomic charge list, values in e, 6 entries: number 1, C, carries -0.507; number 2, C, carries -0.077; number 3, O, carries -0.422; number 4, H, carries 0.141; number 5, H, carries 0.246; number 6, H, carries 0.329


Sequential maximum force output: 1.4; 5.0; 2.7; 1.8; 2.3 eV/A
Sequential energy relative to the best compared isomer or geometry (same formula, charge and spin) output: 8.7; 72.8; 140.9; 31.6; 81.6 kcal/mol